1.
Molecular formula: C15H8N4S9Zn
Method: DFT, ωB97M-V with the def2-TZVPD basis set

Geometry as XYZ:
```
37
Properties=species:S:1:pos:R:3:forces:R:3:mulliken_charge:R:1
Zn 5.162773 7.423095 11.504665 -0.34 -0.46 0.05 1.227
S 3.831774 7.137248 9.446856 -1.28 1.53 -0.04 -0.569
S 5.515864 5.062573 10.812363 0.72 -1.05 0.73 -0.458
S 5.298064 11.044566 17.828340 0.14 0.70 0.79 -0.415
S 3.580078 8.819332 12.640590 -1.41 1.42 -1.02 -0.549
S 5.864813 8.581060 16.256932 -0.60 0.53 -0.86 -0.116
S 6.492274 11.717769 9.010772 -1.06 -1.21 0.86 -0.226
S 4.220440 10.648115 15.043965 0.38 0.01 0.76 -0.139
S 5.337091 6.731568 13.830939 1.03 -1.64 0.68 -0.489
S 10.202298 7.349706 11.538567 -1.16 0.28 0.01 -0.254
N 5.824094 9.557394 10.364865 0.35 1.92 -1.17 0.285
N 5.399385 6.820727 5.998554 -0.39 -0.29 1.67 -0.621
N 7.592383 7.471099 11.495725 2.30 -0.14 0.78 0.337
N 7.354979 3.897407 7.680400 -0.86 0.67 0.64 -0.624
C 5.288885 10.609845 9.723663 1.27 -1.43 0.68 0.388
C 5.226222 8.189918 14.655946 -2.06 3.38 -0.61 -0.051
C 8.571337 5.499191 12.772070 0.28 -0.50 0.05 -1.134
C 6.628928 4.547550 8.320128 0.99 -0.57 -0.07 0.013
C 7.215579 9.601532 10.317286 -1.66 3.30 -2.17 0.229
C 5.198504 6.605493 7.131007 0.27 0.36 -1.36 0.013
C 8.062218 8.613662 10.841986 2.50 -2.65 1.34 0.137
C 9.439477 8.668532 10.769184 -0.22 0.71 -0.57 -0.724
C 3.844813 10.878123 9.513768 -0.29 0.21 -0.32 -1.038
C 4.992112 6.345184 8.528061 1.70 -1.92 0.01 0.331
C 8.626250 6.739481 11.976706 -2.00 1.60 -1.39 0.550
C 5.772929 5.340743 9.157461 -1.07 1.23 -1.72 0.385
C 7.701475 10.714572 9.627760 1.02 -0.91 0.49 -0.766
C 4.381169 9.243568 14.066538 2.63 -3.16 2.10 0.028
C 5.149107 10.161933 16.454090 -0.33 -1.10 -1.51 0.075
H 3.399652 10.159740 8.807327 0.24 0.03 0.35 0.213
H 3.718568 11.883984 9.106065 0.05 -0.02 -0.10 0.416
H 8.947947 4.679892 12.138744 -0.26 0.08 0.26 0.291
H 10.013336 9.432170 10.239176 -0.16 -0.41 0.37 0.266
H 3.293227 10.851818 10.447761 0.03 -0.34 0.24 0.217
H 9.282765 5.641187 13.596119 -0.26 -0.27 0.06 0.415
H 8.757940 10.947465 9.441785 -0.68 -0.12 0.14 0.231
H 7.575090 5.262077 13.152015 0.19 0.23 -0.17 0.129
```
Positions in Å, forces in eV/Å.

As for the total charge: -2. As for the largest force on an atom: 4.6 eV/A. The LUMO energy is 3.692 eV.


2.
Molecular formula: C15H9BrHgN3O
Method: DFT, ωB97M-V with the def2-TZVPD basis set

Geometry as XYZ:
```
30
Properties=species:S:1:pos:R:3:forces:R:3:mulliken_charge:R:1
Hg -1.486637 4.708871 -3.633458 -0.01 0.02 -0.03 0.002
Br -2.997913 -4.434165 -0.699911 -0.06 -0.05 -0.01 -0.172
O -1.241049 4.039075 -0.412432 -0.01 0.04 -0.03 -0.499
N 1.304597 0.061310 2.078423 -0.56 0.46 0.26 -0.111
N -0.002673 2.213661 -2.069782 0.00 -0.03 0.12 -0.186
N 1.449735 -1.175492 1.791618 0.06 -0.38 -0.54 -0.855
C -1.637351 -3.409773 0.109373 -0.01 0.03 0.01 0.150
C -0.111451 3.274060 1.499569 -0.03 -0.03 -0.05 -0.571
C 0.541885 2.268808 2.086259 0.00 0.04 -0.04 -0.490
C 1.392866 0.099903 -0.926697 0.03 -0.06 0.06 -0.348
C 0.886009 1.055800 1.357228 0.36 -0.23 -0.01 0.190
C -0.953220 -1.421454 1.250153 -0.04 0.04 -0.01 -0.252
C 0.558064 1.279110 -2.819576 -0.01 0.05 -0.03 -0.386
C -0.493015 3.223150 0.072924 0.07 -0.02 0.01 0.217
C 0.660665 -3.134721 0.707738 -0.01 -0.19 -0.07 -0.081
C 0.787857 1.060939 -0.116443 -0.03 -0.01 0.12 0.969
C 0.368494 -1.881225 1.243817 0.18 0.24 0.32 0.076
C -1.955872 -2.185806 0.682801 0.07 0.02 0.02 -0.616
C 1.275697 0.208223 -2.293770 -0.01 0.02 -0.06 -0.720
C -0.337882 -3.895090 0.126931 0.09 0.01 0.03 -0.442
C 0.116252 2.111098 -0.746689 -0.05 0.05 0.04 0.143
H -1.195174 -0.473673 1.712656 -0.03 -0.01 -0.02 0.421
H -2.980318 -1.840279 0.688448 0.01 0.01 -0.01 0.418
H 1.732766 -0.519213 -2.950302 0.00 0.01 -0.01 0.416
H 0.773703 2.284354 3.143854 0.03 -0.05 -0.02 0.432
H 0.445868 1.397724 -3.892434 -0.01 -0.02 0.02 0.370
H -0.114305 -4.861101 -0.303699 0.00 0.01 -0.01 0.412
H 1.961526 -0.707834 -0.488346 0.00 0.00 0.00 0.619
H -0.431121 4.145702 2.055272 -0.02 0.01 -0.05 0.410
H 1.681999 -3.491962 0.746474 -0.02 0.01 -0.01 0.483
```
Positions in Å, forces in eV/Å.

As for the spin multiplicity: 2. As for the total charge: 0. As for the largest force on an atom: 0.8 eV/A. The LUMO energy (spin up / spin down) is -1.170 / -1.779 eV.


3.
Molecular formula: C15H9N5S2Sr
Method: DFT, ωB97M-V with the def2-TZVPD basis set

Geometry as XYZ:
```
32
Properties=species:S:1:pos:R:3:forces:R:3:mulliken_charge:R:1
Sr -1.325168 2.576662 -1.077344 0.20 -0.06 -0.05 1.378
S 0.976674 2.240882 -2.813392 -0.05 -0.12 -0.06 -0.162
S 1.696551 -0.288380 -1.388702 0.05 -0.03 -0.02 -0.125
N 0.561905 -0.361492 -0.104790 -0.02 0.14 -0.10 0.220
N -0.700569 -2.633196 -3.297994 -0.06 -0.01 0.00 -0.501
N -2.486296 1.459687 -3.196479 -0.16 -0.12 -0.18 -0.730
N -0.079454 0.872526 0.125021 0.12 -0.07 0.31 -0.664
N 0.126180 2.966575 0.967957 -0.10 -0.05 0.01 -0.329
C 0.739158 3.885536 1.722180 0.07 0.12 0.13 -0.525
C 1.803967 1.378058 1.645267 0.09 0.00 0.06 -0.122
C -1.758720 -3.799920 0.585540 -0.05 -0.01 0.03 -0.541
C 2.401657 2.347136 2.407133 0.00 -0.08 -0.03 -0.540
C -0.496727 -3.901797 0.012844 0.01 0.04 -0.01 -0.459
C 1.869626 3.640995 2.462112 -0.09 0.04 -0.05 -0.473
C 0.261580 -2.773427 -0.228564 -0.05 -0.06 0.03 -0.470
C -2.246603 -2.549116 0.920653 -0.02 -0.06 0.00 -0.707
C -1.621127 0.690189 -3.253513 -0.09 0.29 0.05 0.017
C -0.595306 -1.502242 -3.116405 0.13 -0.19 -0.01 0.155
C 0.650467 0.593875 -2.552861 0.20 0.11 -0.01 0.019
C -0.239847 -1.511720 0.091127 0.09 -0.02 -0.01 0.495
C 0.632246 1.701202 0.923256 -0.13 0.07 -0.05 0.479
C -1.496289 -1.405800 0.680764 0.01 0.04 -0.03 -0.356
C -0.467203 -0.089755 -3.012291 -0.17 0.07 -0.01 0.614
H 1.232175 -2.869094 -0.694484 0.01 0.03 0.00 0.317
H 2.199567 0.375880 1.594090 -0.01 -0.01 -0.02 0.400
H 0.285232 4.871287 1.721723 0.02 0.00 0.01 0.347
H -3.223223 -2.451178 1.377757 -0.01 -0.01 0.00 0.360
H 3.294839 2.105688 2.969936 0.00 0.00 0.01 0.396
H -2.350723 -4.686142 0.769621 0.00 -0.01 0.00 0.387
H 2.324084 4.420825 3.053807 0.00 0.01 0.00 0.375
H -1.868870 -0.433650 0.967433 0.01 -0.03 0.00 0.385
H -0.099786 -4.870093 -0.261405 -0.01 -0.01 0.00 0.359
```
Positions in Å, forces in eV/Å.

As for the total charge: 0. As for the largest force on an atom: 0.3 eV/A. The LUMO energy is -1.037 eV.


4.
Molecular formula: C15H9NPtS2Se
Method: DFT, ωB97M-V with the def2-TZVPD basis set

Geometry as XYZ:
```
29
Properties=species:S:1:pos:R:3:forces:R:3:mulliken_charge:R:1
Pt 2.516248 0.582631 -2.082341 0.27 -0.53 0.53 0.787
Se 3.176448 2.829231 -2.232841 -0.03 -0.43 0.20 -0.065
S 4.931648 -0.249069 1.686459 -0.43 0.07 -0.38 -0.211
S 4.982948 -0.167769 -1.402241 -0.20 0.38 -0.48 -0.356
N 2.875548 -0.128769 0.124359 0.65 0.35 -1.48 -0.453
C -2.595052 0.549031 -1.057541 0.06 -0.15 -0.16 -0.448
C -4.142352 -0.848869 -2.888941 -0.14 -0.02 0.00 -0.425
C -0.567952 -0.130869 -2.204641 1.14 -0.16 -0.26 -0.580
C -4.750552 -0.093069 -1.898941 0.04 -0.02 0.04 -0.421
C -2.766352 -0.901469 -2.983541 0.18 0.14 0.12 -0.481
C 2.360548 -0.125369 1.377959 -0.39 0.18 1.11 -0.574
C 1.605848 -0.055569 4.017659 0.04 -0.02 0.14 -0.394
C 0.636448 -0.074569 3.014659 0.02 0.04 0.09 -0.637
C -1.971552 -0.178469 -2.083241 -0.74 0.03 0.11 0.592
C 3.335548 -0.159669 2.398059 -0.25 -0.03 -0.51 0.684
C 0.649548 -0.064569 -2.337541 -0.24 0.36 0.31 -0.061
C 4.185048 -0.182469 0.093559 0.07 -0.23 0.50 0.570
C 1.001248 -0.103969 1.687259 0.21 0.03 -0.08 -0.116
C -3.971252 0.583931 -0.972841 -0.17 0.00 0.01 -0.519
C 2.957048 -0.114469 3.727759 -0.03 -0.01 -0.04 -0.520
H -1.997052 1.086531 -0.336141 0.12 0.04 -0.03 0.428
H 0.278048 -0.111469 0.884259 -0.04 0.01 -0.05 0.481
H -2.296852 -1.490469 -3.756141 0.10 0.00 -0.07 0.438
H -5.826952 -0.033069 -1.846641 -0.10 -0.04 0.03 0.375
H -0.409052 -0.057969 3.287559 -0.04 0.02 0.00 0.390
H 1.300048 0.009031 5.048159 -0.08 -0.05 0.18 0.369
H 3.701048 -0.111869 4.507659 0.04 -0.02 0.16 0.390
H -4.446552 1.142931 -0.182141 -0.04 0.11 0.09 0.381
H -4.751752 -1.399469 -3.589641 -0.02 -0.04 -0.10 0.375
```
Positions in Å, forces in eV/Å.

As for the spin multiplicity: 5. As for the total charge: 0. As for the largest force on an atom: 1.7 eV/A. The LUMO energy (spin up / spin down) is 0.463 / -2.934 eV.


5.
Molecular formula: C15H9O21S5
Method: DFT, ωB97M-V with the def2-TZVPD basis set

Geometry as XYZ:
```
50
Properties=species:S:1:pos:R:3:forces:R:3:mulliken_charge:R:1
S 5.394834 3.328792 2.794634 2.30 4.50 -1.91 1.178
S 5.331413 -1.788446 1.682014 3.99 0.42 4.83 1.218
S -3.149501 1.545524 -5.583543 0.65 5.37 -4.25 1.137
S -2.097991 -0.717623 3.534593 -0.52 -2.07 3.71 1.200
S -4.162667 -3.531093 -2.443974 3.74 -4.58 -1.12 1.135
O 5.191912 -0.139130 1.137320 -2.42 -1.83 0.77 -0.439
O -4.255842 1.497365 -6.574588 -0.20 -2.19 1.82 -0.713
O 4.916926 -2.712353 0.701842 -2.29 -0.86 -2.39 -0.657
O -0.484116 1.080425 -0.665143 -0.16 -0.52 0.13 -0.478
O -1.842346 -0.022600 4.838934 1.36 0.41 -2.56 -0.738
O -2.050743 0.597813 -5.787167 -1.58 0.29 1.26 -0.616
O 6.796501 -1.796243 1.768354 -0.15 0.37 -0.11 -0.771
O -3.550876 -0.799424 3.462108 -0.39 1.08 -2.23 -0.683
O -1.349894 0.187414 2.143701 -1.03 0.27 2.74 -0.483
O 5.663205 4.037016 4.063380 -0.50 -2.05 0.37 -0.748
O 4.762328 -2.043852 3.061178 -0.09 1.55 -3.04 -0.699
O 4.942744 1.717544 3.048011 -0.05 1.68 -0.01 -0.401
O -4.077628 -4.832351 -1.729833 -0.56 1.91 0.31 -0.746
O -1.597961 -2.117783 3.575210 0.95 1.96 -1.28 -0.698
O -3.768565 1.510817 -3.986010 -0.43 1.09 -4.31 -0.386
O 4.352251 4.105612 2.074763 0.23 -2.20 0.62 -0.670
O -3.113527 -3.542772 -3.507391 -1.03 1.30 1.91 -0.690
O 6.659922 3.316777 1.991253 -1.81 -1.30 1.08 -0.742
O -3.828953 -2.385899 -1.247897 -0.53 -1.52 -1.43 -0.331
O -5.440010 -3.257255 -2.984549 -2.49 1.25 -0.16 -0.659
O -2.721336 3.003948 -5.794006 0.34 -2.42 2.05 -0.760
C 2.519861 1.862724 2.661499 0.57 -0.19 -1.52 -0.406
C -0.745151 -0.589674 1.146845 1.49 -0.49 1.03 0.042
C -3.835799 -0.461740 -2.777003 -0.71 0.79 -2.66 -0.430
C -3.302146 -1.260725 -1.776908 1.03 3.05 1.43 0.085
C -1.986317 1.204100 -2.531177 1.48 0.29 1.04 -0.553
C -1.803507 -1.347077 0.403970 -0.39 0.59 -2.30 -0.852
C -3.104120 0.700167 -3.183416 0.07 -1.74 3.56 0.623
C 0.232376 0.104752 0.151536 -1.30 2.37 1.45 -0.227
C -1.527749 0.527225 -1.361914 -2.45 -1.17 -1.23 0.091
C 3.816257 1.354637 2.342915 -2.19 0.54 0.81 0.581
C -2.277240 -0.664329 -0.979719 2.79 0.22 1.46 0.483
C 3.892770 0.389900 1.368498 0.43 -0.62 -1.34 0.168
C 1.417342 1.601721 1.839692 -0.53 0.95 1.43 -0.544
C 1.516971 0.724377 0.771486 0.26 -3.20 -0.45 0.203
C 2.760185 -0.004032 0.593096 0.10 0.92 0.81 -0.477
H 0.438684 2.083091 2.197648 1.43 -1.02 -1.06 0.181
H 2.322940 2.562293 3.444498 0.54 0.26 0.53 0.432
H -0.017173 -1.297966 1.649041 -0.97 0.31 -0.32 0.438
H -1.442286 2.161487 -2.828271 -1.08 -1.43 0.19 0.323
H -1.238849 -2.247834 0.223271 -0.91 -1.07 -0.47 0.290
H -2.675635 -1.445159 1.050896 0.19 -0.59 -0.17 0.432
H 2.952593 -0.918606 -0.029442 -0.70 1.20 0.29 0.275
H 0.370253 -0.703243 -0.491335 1.28 -1.42 -1.23 0.857
H -4.804339 -0.578314 -3.458897 2.25 -0.46 1.91 0.225
```
Positions in Å, forces in eV/Å.

As for the total charge: -5. As for the largest force on an atom: 6.9 eV/A. The LUMO energy is 9.218 eV.


6.
Molecular formula: C16H10AsCeCl2N3O4S4
Method: DFT, ωB97M-V with the def2-TZVPD basis set

Geometry as XYZ:
```
41
Properties=species:S:1:pos:R:3:forces:R:3:mulliken_charge:R:1
Ce 2.168097 1.083174 0.748033 0.24 0.08 -0.53 0.792
As 4.137735 2.930020 -0.352080 -0.16 -0.16 0.15 0.545
Cl -4.084301 2.011245 0.385440 0.07 -0.02 0.06 -0.097
Cl -1.117654 -4.033506 -0.429386 0.03 0.02 0.00 -0.205
S 5.488947 4.227062 -1.123251 0.19 0.17 -0.10 -0.385
S 4.041509 0.831108 -1.102004 -0.01 0.04 -0.05 -0.324
S 1.956102 3.401520 -0.509074 -0.10 0.00 0.08 -0.330
S 4.127206 2.447933 1.826187 0.00 -0.10 0.02 -0.296
O -4.098374 1.903167 3.392948 0.22 0.20 0.09 -0.565
O 1.360152 0.184559 2.564053 -0.38 -0.01 0.25 -0.349
O -0.138429 -0.109077 4.189325 -0.22 0.19 -0.39 -0.742
O -2.591084 0.823486 4.602420 0.16 0.04 0.10 -0.533
N -0.479360 0.801076 0.814766 -0.25 -0.01 -0.19 0.043
N 1.790887 -1.387471 -0.099482 0.01 -0.05 0.13 -0.054
N -1.575106 1.195542 0.121622 0.10 -0.04 0.25 0.140
C 0.454621 -3.351157 -0.220832 0.04 0.04 0.00 -0.105
C 0.152332 0.247516 3.062368 0.73 -0.18 0.42 0.809
C 1.563063 -4.159383 -0.021584 -0.03 0.07 -0.01 -0.212
C 0.601364 -1.974308 -0.241666 -0.06 -0.08 -0.09 0.137
C 2.867114 -2.164415 0.054781 0.17 -0.09 0.09 0.074
C -0.847264 0.772454 2.088302 -0.09 0.09 0.34 0.288
C -2.586936 -0.276560 -3.108379 -0.09 -0.06 0.06 -0.824
C -3.020792 1.375870 3.481555 -0.49 -0.53 -0.07 0.472
C -1.611004 0.235090 -3.949898 0.05 0.02 -0.10 -0.459
C -1.625263 0.926859 -1.290219 -0.01 0.08 0.08 0.038
C -2.597994 1.456939 0.969811 0.14 0.00 -0.04 -0.199
C -0.644749 1.097706 -3.456571 -0.01 0.02 0.14 -0.850
C -2.597450 0.056578 -1.764131 0.17 0.03 -0.08 0.039
C 2.796785 -3.546908 0.119310 -0.10 0.13 -0.11 -0.885
C -0.651451 1.459464 -2.114697 -0.05 0.01 -0.20 0.036
C -2.169198 1.201683 2.269846 -0.15 0.16 -0.45 0.090
H 0.087949 2.154741 -1.738693 -0.02 -0.04 0.05 0.221
H -3.333845 -0.362486 -1.095304 -0.05 -0.02 0.05 0.514
H 3.697201 -4.124768 0.265581 0.00 -0.02 0.00 0.405
H 3.820913 -1.651615 0.125397 -0.03 -0.04 0.05 0.410
H -1.605148 -0.041802 -4.995450 0.00 0.01 -0.01 0.416
H -0.258279 -1.334182 -0.385569 0.01 -0.03 0.01 0.200
H -1.711388 0.376638 4.499569 -0.04 0.14 0.08 0.442
H -3.338670 -0.952083 -3.491723 -0.01 -0.02 -0.03 0.394
H 0.117397 1.502617 -4.106534 0.02 0.01 -0.04 0.454
H 1.454360 -5.234326 0.015228 0.00 -0.01 0.00 0.453
```
Positions in Å, forces in eV/Å.

As for the total charge: 0. As for the largest force on an atom: 0.9 eV/A. The LUMO energy (spin up / spin down) is -1.865 / -1.864 eV.